Below is C18H56CaN9O5P3 as an isolated structure, with properties calculated with ωB97M-V/def2-TZVPD.

Calculated values
LUMO, hartree: 0.023
E, eV: -89535.5208
Energy above the lowest of the compared OMol25 structures with the same formula, charge and spin, kJ/mol: 42.4
Highest occupied orbital energy, eV: -7.03
Total charge: 0

Last column: Löwdin charge in e.
Element x y z (Å)
Ca1 1.55 -31.65 -25.17  1.31
O1 3.68 -31.32 -24.70  -0.56
H1 4.59 -31.21 -24.92  -0.10
O2 -0.08 -33.17 -25.16  -0.59
H2 -0.88 -33.67 -25.21  -0.13
O3 1.01 -30.82 -22.98  -0.35
P1 1.21 -30.53 -21.53  0.56
N1 0.15 -29.35 -20.97  -0.29
C1 -0.11 -28.17 -21.78  -0.11
C2 -0.10 -29.08 -19.57  -0.15
N2 2.74 -30.05 -21.10  -0.29
C3 3.92 -30.23 -22.02  -0.09
C4 3.16 -29.80 -19.72  -0.11
N3 0.78 -31.86 -20.60  -0.30
C5 -0.61 -32.26 -20.59  -0.12
C6 1.74 -32.97 -20.55  -0.10
H3 -1.07 -27.72 -21.53  0.08
H4 -0.07 -28.47 -22.83  0.05
H5 0.62 -27.37 -21.61  0.09
H6 0.35 -28.14 -19.24  0.08
H7 0.24 -29.89 -18.92  0.07
H8 -1.17 -29.04 -19.35  0.08
H9 3.77 -29.50 -22.81  0.06
H10 4.86 -30.06 -21.51  0.08
H11 3.86 -31.21 -22.48  0.05
H12 3.71 -28.86 -19.67  0.08
H13 2.31 -29.72 -19.05  0.05
H14 3.75 -30.64 -19.37  0.08
H15 -1.02 -32.43 -21.60  0.09
H16 -0.83 -33.19 -20.06  0.09
H17 -1.20 -31.54 -20.02  0.07
H18 1.70 -33.44 -19.56  0.08
H19 2.77 -32.62 -20.60  0.07
H20 1.55 -33.69 -21.34  0.09
O4 2.25 -32.03 -27.31  -0.37
P2 2.62 -32.03 -28.73  0.56
N4 3.84 -33.13 -29.00  -0.29
C7 4.43 -33.42 -30.29  -0.10
C8 4.19 -34.05 -27.91  -0.09
N5 3.09 -30.49 -29.23  -0.30
C9 3.65 -29.58 -28.24  -0.10
C10 3.50 -30.16 -30.61  -0.11
N6 1.44 -32.35 -29.88  -0.29
C11 1.20 -33.70 -30.35  -0.13
C12 0.49 -31.40 -30.43  -0.11
H21 5.40 -33.91 -30.20  0.08
H22 4.65 -32.49 -30.81  0.06
H23 3.79 -34.05 -30.91  0.07
H24 3.50 -34.90 -27.82  0.08
H25 4.35 -33.50 -26.99  0.08
H26 5.19 -34.45 -28.11  0.08
H27 3.86 -28.60 -28.69  0.08
H28 2.98 -29.52 -27.39  0.05
H29 4.63 -29.90 -27.86  0.09
H30 3.05 -30.89 -31.29  0.07
H31 3.24 -29.14 -30.86  0.08
H32 4.58 -30.33 -30.65  0.08
H33 1.80 -34.49 -29.90  0.08
H34 0.17 -34.03 -30.14  0.09
H35 1.27 -33.73 -31.44  0.09
H36 0.60 -31.26 -31.51  0.08
H37 0.66 -30.41 -30.02  0.06
H38 -0.51 -31.80 -30.21  0.09
O5 0.61 -29.86 -25.96  -0.41
P3 -0.17 -28.59 -25.92  0.58
N7 0.76 -27.39 -25.25  -0.29
C13 0.44 -25.96 -25.27  -0.11
C14 2.17 -27.65 -24.90  -0.09
N8 -1.58 -28.68 -25.01  -0.31
C15 -2.44 -27.58 -24.61  -0.10
C16 -2.06 -30.02 -24.62  -0.09
N9 -0.71 -28.07 -27.43  -0.30
C17 0.17 -27.27 -28.27  -0.11
C18 -1.69 -28.87 -28.17  -0.08
H39 1.23 -25.39 -25.74  0.08
H40 0.27 -25.62 -24.25  0.08
H41 -0.51 -25.81 -25.78  0.06
H42 2.48 -26.95 -24.13  0.09
H43 2.82 -27.56 -25.77  0.08
H44 2.27 -28.64 -24.45  0.06
H45 -2.21 -27.30 -23.59  0.07
H46 -2.27 -26.71 -25.25  0.06
H47 -3.48 -27.84 -24.80  0.09
H48 -1.91 -30.10 -23.54  0.08
H49 -3.12 -30.15 -24.87  0.08
H50 -1.51 -30.79 -25.15  0.06
H51 -0.47 -26.54 -28.78  0.09
H52 0.94 -26.73 -27.72  0.07
H53 0.71 -27.90 -28.99  0.08
H54 -2.23 -28.34 -28.95  0.09
H55 -2.39 -29.27 -27.44  0.08
H56 -1.14 -29.74 -28.53  0.07

***

Below is a 10-piece molecular cluster, C18H57BF4N15O9 overall, with properties calculated with ωB97M-V/def2-TZVPD.

Calculated values
LUMO (alpha / beta), hartree: -0.010 / -0.226
E, eV: -71919.8393
Expectation value of S²: 0.763
Multiplicity: 2
Highest occupied orbital energy (alpha / beta), eV: -9.08 / -9.08
Total charge: 0

Last column: Löwdin charge in e.
Element x y z (Å)
B1 -1.13 1.19 1.59  -1.47
F1 -0.49 0.81 0.42  0.14
F2 -1.27 0.15 2.46  0.15
F3 -0.34 2.16 2.11  0.19
F4 -2.32 1.75 1.25  0.15
C1 1.99 -1.63 -0.20  -0.06
C2 2.78 -2.67 0.54  -0.41
C3 3.51 -3.74 -0.33  -0.17
O1 3.67 -5.01 0.32  -0.20
C4 4.71 -5.83 -0.16  -0.12
N1 3.83 -2.09 1.38  0.06
H1 2.62 -1.10 -0.92  0.08
H2 1.55 -0.87 0.44  0.05
H3 1.21 -2.15 -0.75  0.07
H4 2.07 -3.15 1.21  0.10
H5 4.48 -3.43 -0.72  0.12
H6 3.00 -3.93 -1.27  0.11
H7 4.52 -6.15 -1.19  0.08
H8 4.80 -6.73 0.46  0.09
H9 5.65 -5.28 -0.11  0.09
H10 3.46 -1.39 2.00  0.04
H11 4.02 -2.81 2.08  0.07
C5 -2.78 -0.06 -3.37  -0.04
C6 -2.37 -1.52 -2.90  -0.36
C7 -0.87 -1.91 -2.94  -0.27
O2 -0.42 -2.31 -4.13  -0.14
C8 0.83 -3.01 -4.21  -0.09
N2 -2.90 -1.66 -1.54  0.04
H12 -2.40 0.61 -2.60  0.03
H13 -3.81 0.22 -3.58  0.08
H14 -2.25 0.21 -4.29  0.08
H15 -2.93 -2.21 -3.53  0.13
H16 -0.82 -2.77 -2.27  0.11
H17 -0.32 -1.18 -2.36  0.11
H18 0.88 -4.07 -3.95  0.08
H19 1.71 -2.52 -3.79  0.08
H20 1.09 -3.14 -5.26  0.08
H21 -2.74 -2.60 -1.21  0.04
H22 -2.38 -1.04 -0.93  0.05
C9 4.23 5.96 -2.98  -0.07
C10 3.90 4.47 -3.37  -0.37
C11 2.89 3.57 -2.50  -0.13
O3 3.44 3.11 -1.21  -0.23
C12 2.67 2.20 -0.42  -0.10
N3 3.45 4.50 -4.79  0.01
H23 4.79 6.48 -3.76  0.06
H24 4.72 6.10 -2.02  0.07
H25 3.33 6.54 -2.83  0.07
H26 4.88 3.98 -3.43  0.12
H27 2.66 2.67 -3.09  0.11
H28 2.00 4.17 -2.30  0.11
H29 2.55 1.32 -1.04  0.06
H30 1.71 2.70 -0.26  0.08
H31 3.28 1.94 0.45  0.09
H32 2.51 4.87 -4.74  0.06
H33 4.05 5.16 -5.27  0.06
C13 -2.75 2.60 4.95  -0.83
O4 -3.32 2.76 6.00  0.04
N4 -3.44 2.60 3.85  0.18
N5 -1.51 2.35 4.79  0.20
H34 -4.41 2.36 4.01  0.12
H35 -2.97 2.49 2.96  0.07
H36 -1.09 2.09 3.90  0.07
H37 -0.96 2.35 5.63  0.13
C14 -5.62 1.58 -0.24  -0.87
O5 -6.63 1.00 -0.34  0.08
N6 -5.45 2.80 0.14  0.18
N7 -4.48 1.05 -0.60  0.17
H38 -6.35 3.24 0.30  0.13
H39 -4.55 3.25 0.10  0.11
H40 -4.56 0.19 -1.12  0.09
H41 -3.56 1.44 -0.41  0.06
C15 -1.13 -3.64 1.12  -0.76
O6 -2.18 -3.62 0.57  0.05
N8 -0.51 -2.48 1.38  0.18
N9 -0.46 -4.69 1.54  0.20
H42 -0.99 -1.66 1.03  0.09
H43 0.38 -2.36 1.84  0.05
H44 -0.89 -5.60 1.50  0.13
H45 0.38 -4.43 2.02  0.10
C16 1.77 -0.90 4.02  -0.80
O7 1.16 -1.93 3.93  0.04
N10 1.66 -0.02 3.10  0.18
N11 2.80 -0.66 4.82  0.19
H46 1.39 0.86 3.52  0.12
H47 0.96 -0.33 2.43  0.07
H48 3.37 0.17 4.71  0.12
H49 3.08 -1.37 5.48  0.12
C17 -3.93 -1.67 3.01  -0.59
O8 -4.77 -2.55 2.91  0.34
N12 -4.03 -0.47 2.51  0.26
N13 -2.79 -1.85 3.63  0.32
H50 -4.96 -0.13 2.29  0.15
H51 -3.33 0.26 2.53  0.09
H52 -2.05 -1.17 3.55  0.12
H53 -2.71 -2.70 4.16  0.16
C18 -0.99 2.80 -2.45  -0.84
O9 -1.09 3.45 -3.44  0.07
N14 -0.24 1.79 -2.22  0.17
N15 -1.69 2.94 -1.38  0.18
H54 0.25 1.48 -3.05  0.13
H55 -0.15 1.22 -1.39  0.08
H56 -1.30 2.48 -0.57  0.07
H57 -2.22 3.79 -1.25  0.13

***

Below is a 7-piece molecular cluster, C18H57ClN6O4 overall, with properties calculated with ωB97M-V/def2-TZVPD.

Calculated values
LUMO, hartree: -0.232
E, eV: -49220.5743
Energy above the lowest of the compared OMol25 structures with the same formula, charge and spin, kJ/mol: 253.4
Highest occupied orbital energy, eV: -10.95
Total charge: +2

Last column: Löwdin charge in e.
Element x y z (Å)
N1 -0.37 4.71 2.92  0.33
H1 0.59 4.51 2.66  0.14
H2 -0.39 4.99 3.90  0.16
H3 -0.94 3.85 2.76  0.09
H4 -0.77 5.46 2.35  0.17
N2 -1.68 -0.90 5.61  0.34
H5 -1.67 -1.82 5.17  0.17
H6 -2.58 -0.82 6.09  0.17
H7 -1.60 -0.14 4.91  0.12
H8 -0.94 -0.74 6.30  0.16
N3 2.72 1.69 4.37  0.27
H9 3.15 2.62 4.36  0.14
H10 3.11 1.25 3.46  0.10
H11 1.70 1.71 4.21  0.08
H12 2.99 1.08 5.14  0.14
Cl1 -0.73 1.18 2.38  0.66
O1 -0.05 2.00 1.42  -0.33
O2 -1.65 2.00 3.17  -0.38
O3 -1.40 0.09 1.76  -0.28
O4 0.23 0.64 3.36  -0.42
C1 -2.51 -2.98 -0.18  -0.10
C2 -2.16 -2.79 -1.65  -0.27
N4 -2.60 -3.82 -2.54  -0.20
C3 -3.96 -4.32 -2.39  -0.26
C4 -3.98 -5.85 -2.38  -0.08
C5 -2.20 -3.61 -3.92  -0.23
C6 -2.89 -2.44 -4.64  -0.08
H13 -3.55 -2.71 0.05  0.07
H14 -1.95 -2.35 0.52  0.05
H15 -2.42 -4.03 0.11  0.08
H16 -2.36 -1.74 -1.95  0.10
H17 -1.06 -2.77 -1.64  0.12
H18 -4.36 -4.04 -1.41  0.10
H19 -4.70 -3.90 -3.08  0.11
H20 -3.48 -6.21 -3.28  0.07
H21 -3.47 -6.21 -1.48  0.07
H22 -4.97 -6.30 -2.40  0.07
H23 -2.46 -4.53 -4.45  0.11
H24 -1.11 -3.58 -3.99  0.12
H25 -3.79 -2.10 -4.12  0.07
H26 -3.23 -2.72 -5.64  0.07
H27 -2.20 -1.60 -4.77  0.05
C7 -1.53 2.44 -5.49  -0.07
C8 -1.61 3.05 -4.09  -0.25
N5 -0.85 2.27 -3.13  -0.20
C9 -0.12 3.00 -2.13  -0.29
C10 0.95 3.90 -2.74  -0.09
C11 -1.52 1.08 -2.63  -0.23
C12 -2.67 1.42 -1.67  -0.08
H28 -2.34 2.80 -6.14  0.08
H29 -1.61 1.35 -5.47  0.06
H30 -0.61 2.75 -5.98  0.07
H31 -1.24 4.07 -4.15  0.10
H32 -2.66 3.18 -3.81  0.11
H33 0.43 2.29 -1.50  0.09
H34 -0.72 3.58 -1.41  0.10
H35 0.48 4.80 -3.16  0.06
H36 1.48 3.41 -3.55  0.08
H37 1.64 4.36 -2.02  0.06
H38 -1.94 0.51 -3.46  0.09
H39 -0.82 0.46 -2.05  0.11
H40 -3.57 1.72 -2.21  0.07
H41 -2.95 0.60 -1.00  0.06
H42 -2.34 2.19 -0.97  0.05
C13 3.64 -2.60 2.40  -0.06
C14 3.18 -1.26 3.01  -0.27
N6 3.71 -0.04 2.40  -0.23
C15 3.15 0.16 1.05  -0.22
C16 3.32 1.61 0.56  -0.07
C17 5.18 0.01 2.33  -0.24
C18 5.84 0.03 3.71  -0.07
H43 4.72 -2.70 2.43  0.07
H44 3.31 -2.66 1.36  0.08
H45 3.19 -3.42 2.95  0.08
H46 2.09 -1.22 2.97  0.10
H47 3.41 -1.33 4.08  0.10
H48 3.55 -0.55 0.32  0.13
H49 2.07 0.00 1.16  0.10
H50 4.29 1.73 0.08  0.08
H51 2.54 1.86 -0.16  0.06
H52 3.29 2.30 1.40  0.06
H53 5.56 0.87 1.79  0.12
H54 5.56 -0.84 1.75  0.12
H55 5.58 -0.84 4.31  0.07
H56 5.70 0.98 4.23  0.07
H57 6.91 -0.09 3.57  0.09